ORCA calculation (ωB97M-V with the def2-TZVPD basis set) on C40H33AuN4O4P as an isolated structure in a non-equilibrium geometry.

The geometry in XYZ format:
```
83
Properties=species:S:1:pos:R:3:forces:R:3:mulliken_charge:R:1
H 3.260 -1.293 -2.894 0.00 0.00 0.02 0.56
C 9.002 1.500 -4.746 0.03 -0.07 -0.07 -0.41
N -3.514 -4.925 -5.162 0.12 0.01 0.05 1.00
C 2.415 1.211 -0.154 -0.07 -0.04 -0.07 -0.37
C -1.369 2.322 2.678 -0.05 0.05 -0.14 0.85
H -1.232 5.432 1.367 0.02 -0.01 0.01 0.46
C -0.840 2.593 3.936 0.00 -0.01 0.07 -0.59
H 9.310 -0.101 -6.153 -0.01 0.01 0.01 0.39
H 1.534 -2.104 4.236 -0.02 -0.01 0.02 0.48
H -1.621 2.279 -0.161 0.00 0.00 0.00 0.22
N 1.581 0.191 -0.393 0.56 -0.54 -0.22 -0.32
C -2.472 -2.846 -4.346 0.03 0.07 0.05 -0.68
C 8.209 2.060 -3.771 -0.08 -0.04 0.00 -1.07
C -1.938 -2.095 -3.311 -0.07 0.05 -0.02 -0.39
C 6.671 0.179 -4.091 -0.17 -0.24 -0.04 0.57
C 5.125 0.596 -2.684 -0.19 0.06 0.19 -0.11
C -4.246 1.630 2.982 -0.06 -0.01 -0.02 -0.80
H 4.199 2.239 -0.640 0.00 -0.01 0.01 0.31
C 3.902 0.486 -1.883 0.17 0.01 -0.12 1.12
C -5.831 -0.171 1.617 0.00 0.04 -0.02 -0.97
H -2.329 -2.562 6.045 0.01 0.01 -0.01 0.46
C -1.351 -0.462 3.595 -0.17 0.05 -0.37 0.45
C 8.650 0.296 -5.393 0.04 0.08 0.03 -0.50
H -3.244 -0.814 4.534 0.01 -0.01 -0.01 0.51
H 0.039 -3.224 5.866 0.00 0.01 0.00 0.42
N 6.027 1.618 -2.552 0.05 -0.04 -0.11 0.02
C -3.876 -1.328 0.588 0.04 -0.06 0.03 -1.01
C -0.350 -2.434 5.239 0.20 0.07 -0.15 -0.70
H 1.811 -0.531 2.313 0.01 -0.04 0.06 0.71
C -5.623 1.694 3.115 0.04 0.01 0.01 -0.85
H 1.191 -1.501 -1.522 0.01 -0.01 0.04 0.62
C -1.677 -2.065 5.339 -0.16 0.14 -0.07 -0.75
H -3.215 -1.998 1.146 0.02 0.03 -0.02 0.32
C 7.492 -0.375 -5.079 -0.02 -0.03 -0.01 -0.76
H -0.747 1.797 4.666 0.01 0.00 -0.02 0.51
C -0.440 3.881 4.268 -0.01 -0.04 -0.01 -0.85
H -2.246 -4.318 -0.771 0.01 0.02 -0.02 0.52
C 3.029 -0.574 -2.121 0.00 -0.04 -0.03 -0.73
C -0.002 -0.808 3.508 0.42 0.13 -0.26 0.87
C -6.415 0.791 2.426 -0.05 -0.01 0.00 -0.82
O -0.830 -2.395 0.108 -0.09 -0.13 -0.46 -0.76
H 0.977 0.990 2.777 0.24 -0.09 0.26 0.75
C -0.578 4.897 3.338 -0.02 -0.01 -0.05 -0.76
O -3.933 -6.028 -4.882 -0.01 0.07 0.00 -0.60
H -6.069 2.447 3.751 0.01 -0.01 -0.01 0.48
C -1.519 3.347 1.728 -0.01 -0.02 -0.08 0.71
H -3.258 -5.667 -2.629 0.00 0.00 0.00 0.49
H 2.132 1.899 0.631 0.01 -0.02 0.02 0.55
H -3.300 -0.884 -0.220 -0.05 0.05 -0.01 0.21
C 3.572 1.391 -0.879 -0.02 0.08 0.06 -0.92
C 1.889 -0.692 -1.364 0.01 0.17 0.08 -0.39
C 0.851 -0.061 2.515 -0.20 0.32 -0.07 -2.17
H -3.176 2.837 0.439 0.01 0.00 0.02 0.24
C -2.933 -4.115 -4.057 -0.12 -0.13 -0.18 0.08
C 0.495 -1.807 4.315 -0.05 -0.12 0.36 -0.90
O -1.189 -0.552 -1.082 0.14 -0.29 0.02 -0.85
H -2.037 3.987 -0.257 0.01 0.00 0.01 0.50
H -7.492 0.834 2.519 0.01 -0.01 -0.01 0.41
H 8.483 2.984 -3.280 -0.01 -0.01 0.01 0.38
C -2.326 -3.917 -1.773 0.04 -0.05 0.04 -0.40
H 7.214 -1.298 -5.570 0.01 0.02 0.01 0.44
O -3.518 -4.432 -6.270 -0.03 0.00 0.06 -0.60
C -1.115 4.628 2.084 0.01 0.04 0.05 -0.97
H -2.542 -2.466 -5.354 0.00 0.00 0.00 0.50
N 5.466 -0.283 -3.582 0.22 0.08 -0.12 -0.62
C -1.859 -2.632 -2.030 0.02 0.00 -0.08 0.13
H -3.631 2.339 3.519 -0.03 0.00 0.00 0.51
H -1.587 -1.088 -3.489 0.01 -0.02 0.00 0.51
H -0.029 4.084 5.248 -0.02 -0.01 -0.01 0.46
C -4.451 -0.262 1.467 -0.03 0.01 0.12 0.58
C 7.037 1.369 -3.460 0.03 0.20 0.15 0.74
C -3.655 0.661 2.164 -0.03 -0.09 -0.15 0.84
P -1.845 0.629 2.232 0.32 -0.20 0.45 1.42
C -2.117 3.099 0.366 0.01 -0.01 0.05 -1.37
H 5.957 2.420 -1.953 0.01 0.01 0.01 0.17
H 9.923 1.995 -5.025 -0.01 -0.01 -0.01 0.39
H -4.667 -1.930 0.145 0.00 0.00 0.02 0.50
H -0.272 5.906 3.585 -0.01 -0.01 0.00 0.41
Au -0.158 -0.036 0.725 -1.11 0.44 0.20 1.67
C -2.880 -4.670 -2.793 0.01 0.01 0.06 -0.74
C -2.193 -1.074 4.497 -0.05 -0.10 0.21 -1.03
C -1.251 -1.844 -0.920 0.06 0.27 0.16 0.88
H -6.459 -0.872 1.082 0.02 0.01 0.01 0.42
```
Forces are in eV/Å.

Output
energy above the lowest of the compared OMol25 structures with the same formula, charge and spin: 0.4562 eV
net charge: +1
LUMO: -3.78 eV
strongest force on any atom: 1.212 eV Å⁻¹
gap between HOMO and LUMO: 7.0 eV

***

ORCA calculation (ωB97M-V with the def2-TZVPD basis set) on C40H33BiCl3GeN14O5S2 as an isolated structure in a non-equilibrium geometry.

The geometry in XYZ format:
```
99
Properties=species:S:1:pos:R:3:forces:R:3:mulliken_charge:R:1
H -0.286 5.966 5.323 0.00 0.01 -0.01 0.40
C -2.069 2.169 -6.482 -0.08 -0.17 0.18 -0.82
C -2.225 4.679 -1.230 0.21 -0.08 0.41 -0.44
N 0.434 -6.490 1.796 0.16 0.02 0.03 -0.48
H 2.409 -1.238 -1.342 -0.02 -0.02 -0.01 0.18
N -3.872 -0.893 0.093 0.15 -0.07 0.05 -1.02
C -3.076 5.530 -1.860 0.00 0.00 -0.08 -0.69
C 2.384 -5.887 -2.894 -0.01 -0.07 -0.03 -0.85
C -2.293 -2.888 2.530 0.03 0.02 -0.16 0.08
H 2.217 -8.009 -2.631 0.00 0.00 -0.01 0.40
S -3.357 4.968 -3.451 -0.11 0.10 0.07 -0.19
C 2.011 -7.036 -2.208 0.04 0.08 0.04 -0.63
O 0.425 1.722 1.577 -1.82 -0.05 1.24 0.09
H -2.312 1.136 -6.744 -0.01 0.02 -0.06 0.31
C 2.122 -4.634 -2.359 0.06 -0.06 0.05 1.03
C 2.368 0.306 2.179 -0.56 0.62 -0.73 0.28
H -3.175 -0.365 -1.811 0.00 0.01 0.00 0.57
C -0.556 4.277 1.894 0.05 -0.51 -0.63 -0.47
N -0.852 3.846 0.567 -0.06 1.05 0.87 0.27
C 2.627 -3.394 -3.062 -0.11 -0.14 0.02 -1.33
C -3.076 -0.268 -0.742 -0.07 -0.05 0.02 -0.59
H -4.183 -0.140 3.172 -0.01 -0.06 0.08 0.42
H -2.053 2.775 -7.385 0.05 0.02 0.01 0.30
H 1.311 2.293 -6.172 -0.03 0.02 0.04 0.30
C 0.351 4.341 4.066 -0.08 0.34 0.01 -0.85
Ge 2.310 3.111 -1.767 -0.17 -0.01 0.08 0.67
Cl 3.894 1.748 -2.500 -0.07 0.17 -0.02 -0.39
C 1.688 -1.286 -2.139 -0.12 0.05 0.27 -0.92
H 0.464 0.952 -6.974 -0.01 0.01 -0.04 0.33
C -1.478 -3.847 4.580 0.04 -0.04 0.10 -0.86
H 1.094 -7.831 -0.441 -0.03 0.04 0.05 0.51
H -0.693 -0.589 -4.032 -0.02 0.01 0.03 0.74
H -4.911 -1.485 2.292 0.00 0.06 -0.13 0.28
C -2.371 0.324 1.153 0.17 -0.07 0.03 -0.83
C -2.232 -2.939 5.299 -0.09 -0.05 -0.06 -0.70
N -3.394 -0.511 1.300 -0.30 0.10 -0.05 1.09
H -2.336 -2.894 1.446 0.06 0.05 0.00 0.59
C -3.049 -1.972 3.251 -0.09 -0.12 0.05 0.99
Bi -0.062 1.748 -0.898 1.42 -0.30 1.17 4.29
H -2.597 6.501 0.877 0.00 0.00 -0.01 0.22
H -0.866 -4.577 5.093 0.05 0.00 -0.06 0.51
C 0.153 -1.001 -3.513 -0.19 -0.07 0.06 -0.80
C 3.958 -1.083 0.996 -0.02 -0.16 -0.18 -0.87
H -2.103 2.868 -3.856 -0.99 0.86 0.30 -0.07
N 0.707 -0.438 -2.399 0.02 -0.61 -0.71 0.05
N -1.980 5.723 1.021 -0.17 0.15 -0.04 -0.06
H -2.211 -2.959 6.380 0.03 0.03 0.00 0.41
H 2.843 -3.590 -4.110 -0.03 -0.05 0.00 0.45
H 2.888 -5.976 -3.849 -0.02 0.05 -0.01 0.40
C 4.584 -1.399 2.217 0.00 -0.08 -0.14 -0.69
C -3.968 -1.003 2.543 0.13 -0.03 0.12 -1.33
C -0.635 2.005 -4.549 1.10 -0.84 -0.44 0.55
H 2.181 0.103 -0.274 -1.40 0.68 0.07 -0.52
N -0.296 -5.949 2.842 -0.19 -0.09 -0.04 -0.48
C -0.695 -4.790 2.449 0.13 0.14 0.00 0.34
H 5.443 -2.059 2.225 0.00 0.01 -0.03 0.42
C -0.375 5.509 4.346 -0.07 -0.05 -0.01 -0.56
H -1.766 6.991 3.613 0.00 0.00 -0.02 0.40
N -0.450 1.748 -3.438 0.14 0.00 -0.85 -0.83
O 1.596 -0.341 5.437 -0.08 0.08 0.28 -0.71
O 3.070 1.651 5.291 -0.01 -0.06 0.23 -0.73
H 0.854 2.874 2.632 0.44 2.13 0.15 0.60
H -1.816 0.766 1.968 0.05 0.00 -0.03 0.50
Cl 1.938 4.522 -3.456 0.16 -0.10 0.05 -0.43
C 2.868 -0.247 0.972 1.22 0.28 2.95 0.49
H -2.847 2.555 -5.827 0.00 0.00 0.01 0.27
C -1.275 5.437 2.179 -0.02 0.05 -0.01 0.92
H -3.529 6.434 -1.491 0.02 0.01 0.00 0.41
H -3.615 -1.309 5.214 0.04 0.06 -0.04 0.43
S 2.182 0.715 4.653 -0.68 0.63 0.79 1.34
C 0.446 -5.605 0.863 -0.09 0.09 -0.05 0.45
C 0.293 3.709 2.838 -0.96 3.66 0.95 -0.25
N 0.991 1.574 3.869 1.10 -2.37 -2.31 -0.76
N -1.796 3.595 -1.962 -0.92 0.92 -0.64 0.13
H 0.979 3.917 4.839 0.03 -0.03 -0.06 0.52
C -2.337 3.648 -3.144 -0.04 -0.21 0.10 -0.10
H 0.309 2.615 -7.593 -0.05 0.03 0.02 0.34
C 2.999 -0.034 3.324 0.47 -0.18 0.12 0.43
C -1.500 -3.819 3.188 -0.05 0.06 0.12 0.22
C 1.110 1.320 2.526 2.16 -4.20 0.62 0.11
O -0.256 -4.490 1.197 -0.01 -0.10 0.03 -0.21
C -1.687 4.760 0.122 0.19 -0.54 -0.30 0.04
C 1.104 -5.685 -0.441 0.03 -0.12 -0.10 0.01
N -0.760 2.251 -5.836 -0.07 0.33 -0.31 0.05
C -3.018 -2.006 4.638 0.02 0.01 0.06 -0.84
H 1.282 -3.569 -0.687 -0.02 -0.01 0.00 0.74
N -2.132 0.498 -0.138 -0.62 -0.34 0.27 -0.05
C 1.380 -6.939 -0.981 -0.03 -0.11 -0.03 -0.95
O 1.251 0.384 0.132 0.04 -1.14 -3.87 -0.18
H 4.564 -1.115 4.347 -0.01 0.01 0.00 0.44
N 0.708 -2.118 -3.919 -0.03 -0.06 0.17 -1.16
C -1.205 6.089 3.404 0.03 -0.05 0.02 -1.37
N 1.688 -2.291 -3.007 0.35 0.21 -0.23 1.28
Cl 3.262 4.310 -0.214 0.05 -0.02 -0.21 -0.35
C 1.481 -4.539 -1.130 -0.06 0.14 0.04 -0.03
H 4.348 -1.508 0.074 0.09 0.01 0.04 0.56
H 3.550 -3.055 -2.588 -0.01 0.06 -0.02 0.29
C 0.401 2.007 -6.696 0.23 -0.09 0.15 -0.91
C 4.107 -0.879 3.396 -0.11 0.09 0.13 -1.09
```
Forces are in eV/Å.

Output
energy above the lowest of the compared OMol25 structures with the same formula, charge and spin: 7.3759 eV
spin multiplicity: 2
LUMO (alpha / beta): -0.30 / -0.30 eV
⟨S²⟩: 0.759
strongest force on any atom: 4.766 eV Å⁻¹
gap between HOMO and LUMO (alpha / beta): 6.7 / 7.7 eV

***

Number 2 is which compound?
C40H33BiCl3GeN14O5S2

***

Look up the strongest force on any atom of the second one.
4.766 eV Å⁻¹

***

energy above the lowest of the compared OMol25 structures with the same formula, charge and spin of number 2 (C40H33BiCl3GeN14O5S2)?
7.3759 eV

***

Among the records above, which one has the lowest strongest force on any atom?
C40H33AuN4O4P